Entry a
The following is a DFT calculation (ωB97M-V/def2-TZVPD) of one molecule with the formula C5H5NO.

Last column: Mulliken charge in e.
Atoms and positions in Å:
O1 -1.92 0.05 -0.36  -0.51
C1 -1.08 -0.83 0.34  -0.48
C2 0.39 -0.44 0.25  0.40
C3 0.72 0.83 0.09  -0.06
C4 0.91 1.85 -0.69  -0.63
C5 1.42 -1.40 0.44  0.15
N1 2.25 -2.19 0.64  -0.44
H1 -1.93 0.89 0.11  0.33
H2 -1.34 -0.89 1.40  0.25
H3 -1.23 -1.82 -0.10  0.38
H4 0.69 1.02 -1.43  0.29
H5 1.12 2.93 -0.69  0.31

Summary:
**Kohn-Sham gap**: 0.351 Ha



Entry b
The following is a DFT calculation (ωB97M-V/def2-TZVPD) of one molecule with the formula C5H5NO.

Last column: Mulliken charge in e.
Atoms and positions in Å:
C1 -0.16 -1.34 -0.32  -0.52
C2 0.70 -0.32 -0.25  0.20
C3 -1.72 -0.04 -0.02  0.44
C4 1.29 -1.57 0.14  -0.22
C5 0.42 1.12 -0.18  -0.50
N1 -1.05 1.06 0.03  -0.11
O1 -2.83 -0.41 0.08  -0.41
H1 1.67 -1.88 1.23  0.16
H2 1.84 -2.04 -0.55  0.20
H3 0.81 1.80 0.51  0.29
H4 0.51 1.74 -1.06  0.24
H5 -1.48 1.90 0.40  0.24

Summary:
**Kohn-Sham gap**: 0.341 Ha



Entry c
The following is a DFT calculation (ωB97M-V/def2-TZVPD) of one molecule with the formula C5H5NO.

Last column: Mulliken charge in e.
Atoms and positions in Å:
O1 1.16 2.07 -0.44  -0.51
C1 0.46 1.13 -0.21  0.33
C2 0.74 -0.32 0.34  0.09
C3 2.04 -0.91 0.04  -0.63
C4 -0.95 0.75 -0.59  -0.23
C5 -0.68 -0.66 -0.15  -0.16
N1 -1.64 0.15 0.54  -0.52
H1 1.87 -1.94 -0.36  0.19
H2 -1.53 1.15 -1.41  0.40
H3 0.82 -0.31 1.45  0.34
H4 -1.00 -1.57 -0.65  0.42
H5 -1.31 0.48 1.44  0.28

Summary:
**Kohn-Sham gap (spin up / spin down)**: 0.303 / 0.303 Ha



Entry d
The following is a DFT calculation (ωB97M-V/def2-TZVPD) of one molecule with the formula C5H5NO.

Last column: Mulliken charge in e.
Atoms and positions in Å:
C1 -1.16 0.09 -0.41  0.44
C2 -0.52 1.33 -0.17  -0.43
C3 0.86 1.03 -0.16  -0.14
C4 0.64 -1.07 0.50  -0.40
C5 -0.24 -0.82 -0.60  0.13
H1 -1.05 1.99 0.64  0.29
H2 1.53 1.71 0.24  0.40
H3 0.44 -0.35 1.37  0.27
H4 1.21 -1.97 0.62  0.27
H5 -0.52 -1.60 -1.43  0.28
N1 1.15 -0.11 -0.62  -0.46
O1 -2.34 -0.24 0.02  -0.66

Summary:
**Kohn-Sham gap**: 0.335 Ha



Here is how they stack up, most stable first: entry a, entry d, entry b, entry c.